Model P:
Density functional theory data (ωB97M-V/def2-TZVPD) for the molecule C3H5ClO.

Values from the calculation:
frontier orbital gap = 10.5877 eV
E_HOMO = -10.20 eV
SMILES = CC(=O)CCl

Each line ends with the natural charge from an NBO analysis.
Element x y z (Å)
C -0.96 -1.14 -1.13  -0.732
C 0.17 -0.10 -1.10  0.571
C 0.71 -0.01 0.31  -0.463
H -1.19 -1.58 -0.16  0.227
H -0.73 -1.91 -1.92  0.245
H -1.77 -0.56 -1.49  0.241
H 1.55 0.83 0.28  0.240
H 1.27 -0.93 0.61  0.252
O 0.76 0.25 -2.07  -0.493
Cl -0.27 0.57 1.81  -0.087

=====

Model Q:
Density functional theory data (ωB97M-V/def2-TZVPD) for the molecule C3H5ClO.

Values from the calculation:
frontier orbital gap = 10.5380 eV
E_HOMO = -9.80 eV
SMILES = C=C(Cl)CO

Each line ends with the natural charge from an NBO analysis.
Element x y z (Å)
C 1.22 0.14 0.55  -0.139
C -0.12 0.56 0.10  0.019
C -0.71 1.73 -0.14  -0.403
H 1.78 -1.35 -0.31  0.470
H 1.83 1.05 0.80  0.196
H 1.08 -0.57 1.39  0.193
H -0.10 2.62 -0.35  0.218
H -1.74 1.71 -0.39  0.220
O 1.94 -0.43 -0.50  -0.690
Cl -1.22 -0.86 -0.01  -0.083

=====

Verdict on stability: model Q comes out at the bottom.

=====

Model P:
Density functional theory data (ωB97M-V/def2-TZVPD) for a cluster of 2 separate species, C3H7N2O in total.

Values from the calculation:
frontier orbital gap = 9.4269 eV
E_HOMO = -14.24 eV
net charge = +1

Each line ends with the natural charge from an NBO analysis.
Element x y z (Å)
C 1.91 -1.71 -0.28  0.079
C -2.54 -0.08 0.07  0.026
C 0.85 0.50 0.02  0.459
N -1.80 0.87 0.44  -0.634
N 1.48 -0.52 -0.27  -0.331
O 1.33 1.73 -0.10  -0.640
H 2.49 -2.12 0.57  0.223
H 2.20 -2.15 -1.17  0.215
H -2.08 -0.61 -0.75  0.180
H -3.55 -0.15 0.35  0.196
H -0.34 0.52 0.23  0.288
H -2.26 1.71 0.92  0.399
H 2.30 2.02 -0.04  0.541

=====

Model Q:
Density functional theory data (ωB97M-V/def2-TZVPD) for a cluster of 2 separate species, C3H7N2O in total.

Values from the calculation:
frontier orbital gap = 11.2033 eV
E_HOMO = -14.54 eV
net charge = +1

Each line ends with the natural charge from an NBO analysis.
Element x y z (Å)
C 0.39 0.11 -0.63  -0.037
C 1.27 0.11 0.41  -0.045
N 0.92 1.14 1.25  -0.453
C -0.14 1.76 0.76  0.253
N -0.45 1.18 -0.40  -0.445
H 0.12 -0.72 -1.26  0.285
H 2.24 -0.36 0.46  0.262
H 1.50 1.45 2.02  0.460
H -0.77 2.45 1.30  0.257
H -1.28 1.41 -0.92  0.456
H -1.78 -3.03 -0.42  0.490
H -0.94 -2.94 -1.72  0.486
O -1.09 -2.55 -0.84  -0.968

=====

Verdict on stability: model P comes out at the bottom.

=====

Model P:
Density functional theory data (ωB97M-V/def2-TZVPD) for a cluster of 2 separate species, C3H7N2O in total.

Values from the calculation:
frontier orbital gap = 11.3442 eV
E_HOMO = -14.47 eV
net charge = +1

Each line ends with the natural charge from an NBO analysis.
Element x y z (Å)
C -1.09 0.22 0.94  -0.042
C -1.00 -1.09 0.59  -0.058
N -0.62 -1.13 -0.70  -0.434
C -0.36 0.05 -1.22  0.258
N -0.61 0.89 -0.17  -0.459
H -1.16 0.77 2.00  0.287
H -1.12 -2.00 1.21  0.270
H -0.39 -1.94 -1.15  0.440
H 0.11 0.37 -2.15  0.270
H -0.55 1.96 -0.13  0.465
H 2.31 1.28 -0.21  0.483
H 2.54 0.21 0.82  0.485
O 1.93 0.42 0.17  -0.964

=====

Model Q:
Density functional theory data (ωB97M-V/def2-TZVPD) for a cluster of 2 separate species, C3H7N2O in total.

Values from the calculation:
frontier orbital gap = 11.0553 eV
E_HOMO = -14.61 eV
net charge = +1

Each line ends with the natural charge from an NBO analysis.
Element x y z (Å)
C -1.23 0.39 -1.36  -0.052
C -1.89 0.69 -0.21  -0.038
N -0.95 0.72 0.79  -0.469
C 0.24 0.31 0.31  0.281
N 0.01 -0.08 -0.94  -0.463
H -1.31 0.66 -2.40  0.270
H -2.90 1.06 -0.17  0.266
H -1.15 0.72 1.78  0.455
H 1.10 0.25 0.95  0.282
H 0.71 -0.66 -1.38  0.462
H 3.09 -1.52 1.84  0.486
H 2.65 -2.30 0.66  0.482
O 2.73 -1.39 0.97  -0.961

=====

Model R:
Density functional theory data (ωB97M-V/def2-TZVPD) for a cluster of 2 separate species, C3H7N2O in total.

Values from the calculation:
frontier orbital gap = 11.4805 eV
E_HOMO = -14.48 eV
net charge = +1

Each line ends with the natural charge from an NBO analysis.
Element x y z (Å)
C 1.35 -1.13 1.06  -0.061
C 1.20 0.05 0.42  -0.035
N -0.03 0.05 -0.19  -0.464
C -0.71 -1.01 0.24  0.254
N 0.12 -1.74 0.97  -0.453
H 2.24 -1.72 1.21  0.266
H 1.93 0.82 0.26  0.257
H -0.44 0.88 -0.65  0.480
H -1.73 -1.20 -0.03  0.254
H -0.17 -2.63 1.34  0.455
H -1.88 2.37 -2.02  0.511
H -0.84 3.04 -1.07  0.501
O -1.06 2.22 -1.53  -0.965

=====

Verdict on stability: model P comes out at the bottom.

=====

Model P:
Density functional theory data (ωB97M-V/def2-TZVPD) for the ion C3H7N2O with charge +1.

Values from the calculation:
frontier orbital gap (spin up / spin down) = 7.0909 / 9.5652 eV
E_HOMO (spin up / spin down) = -13.10 / -14.28 eV
net charge = +1

Each line ends with the natural charge from an NBO analysis.
Element x y z (Å)
C 0.89 0.58 0.26  0.432
C 0.57 -0.84 0.19  -0.567
C -0.89 -0.92 -0.22  -0.286
N -1.47 0.24 0.55  0.110
N 1.95 1.17 -0.20  -0.709
O -2.23 0.88 -0.23  -0.387
H 1.18 -1.52 -0.37  0.237
H 0.63 -1.16 1.15  0.275
H -1.19 -0.97 -1.26  0.235
H -1.35 -1.79 0.17  0.247
H 2.57 0.52 -0.62  0.427
H 2.02 2.15 0.16  0.465
H -2.69 1.65 0.41  0.521

=====

Model Q:
Density functional theory data (ωB97M-V/def2-TZVPD) for a cluster of 2 separate species, C3H7N2O in total.

Values from the calculation:
frontier orbital gap = 11.3886 eV
E_HOMO = -14.61 eV
net charge = +1

Each line ends with the natural charge from an NBO analysis.
Element x y z (Å)
C 0.68 0.30 -1.36  -0.028
C 1.05 -1.02 -1.52  -0.062
N 0.56 -1.70 -0.46  -0.449
C 0.03 -0.92 0.41  0.265
N 0.08 0.28 -0.09  -0.481
H 0.82 1.20 -1.88  0.261
H 1.90 -1.25 -2.07  0.256
H 0.89 -2.64 -0.44  0.455
H -0.10 -1.18 1.51  0.271
H -0.62 0.98 0.26  0.486
H -2.43 2.43 1.46  0.523
H -1.06 1.90 2.44  0.509
O -1.80 1.64 1.73  -1.006

=====

Verdict on stability: model P comes out at the bottom.